82
Properties=species:S:1:pos:R:3 method="wB97M-V/def2-TZVPD" homo_ev=-7.388 relative_energy_kcal_mol=0.0 mol_weight_g_mol=726.516 gap_ev=7.51 lumo_ev=0.12
C -2.418 1.982 1.153
H 0.743 -3.630 -3.439
C -3.369 2.065 2.162
H 3.755 -2.335 -0.972
C 0.995 2.845 -0.047
N -1.183 -2.603 -1.048
H 0.597 -2.120 -4.324
C 3.077 0.744 0.738
C -4.952 0.913 0.757
H 0.362 -5.336 1.244
P 1.614 -3.255 0.954
P 1.790 -1.744 -2.236
H 1.782 0.636 2.713
Se -0.618 0.977 5.022
H -0.716 4.167 -1.747
H 1.083 4.577 2.859
N 2.430 1.201 3.266
H -3.127 2.536 3.102
H -5.947 0.521 0.600
H -1.456 -4.050 0.406
C 1.276 -2.722 -3.721
H -0.653 -3.196 -1.676
H 2.003 -5.496 1.893
C -2.726 1.303 -0.030
H -1.160 3.601 3.082
H 3.538 -3.436 -2.333
H 1.625 -4.539 -1.090
C -1.840 4.650 -3.506
C -2.077 -3.405 -0.222
H -2.746 -4.058 -0.802
H -1.718 -1.971 -1.638
H 3.164 -4.697 -0.249
H 3.454 0.025 -2.381
C -0.570 3.396 2.199
C 1.149 -4.822 1.797
C 2.958 -0.625 -3.104
H 4.986 3.099 2.888
H 2.788 -2.515 2.930
C -1.363 3.787 -2.531
C -2.681 4.184 -4.504
C -3.039 2.844 -4.533
H -2.826 0.927 -3.606
H 1.612 2.617 -0.909
H 4.037 2.861 4.310
N 3.816 1.591 1.401
C -3.993 0.791 -0.239
C -1.724 2.447 -2.551
H -3.690 2.472 -5.312
C -0.274 2.306 0.075
C 2.402 -3.971 -0.564
H -1.445 -2.041 2.009
H -3.524 -3.126 1.342
C -0.130 0.297 3.423
C -1.068 2.578 1.192
C 1.479 3.675 0.955
H 3.640 -2.021 1.477
N 4.133 2.777 3.314
C -2.554 1.979 -3.565
H -4.245 0.295 -1.171
N 0.247 -0.101 2.400
H -2.593 -0.905 1.924
H -3.611 -1.926 0.047
H 3.771 -3.705 2.045
H 3.711 -1.186 -3.662
C 3.015 -2.935 -1.509
Na 0.253 -0.928 0.297
C -2.914 -2.499 0.670
C 3.438 1.831 2.640
N -2.057 -1.555 1.363
H 2.129 -3.010 -4.338
C 0.698 3.940 2.075
H 2.057 1.543 4.138
H 2.467 4.107 0.867
H -3.055 4.862 -5.259
C 3.104 -2.845 1.942
N 2.446 -0.002 0.130
H -5.368 1.587 2.747
H -1.556 5.694 -3.481
H 2.403 0.001 -3.802
H 0.767 -4.598 2.792
C -4.630 1.526 1.961
As -1.174 1.152 -1.197



17
Properties=species:S:1:pos:R:3 method="wB97M-V/def2-TZVPD" homo_ev=-7.641 relative_energy_kcal_mol=76.1 mol_weight_g_mol=98.145 gap_ev=8.50 lumo_ev=0.85
H -1.756 -0.848 -0.653
C -0.188 1.180 -1.301
O -0.729 1.280 0.226
H 0.025 1.782 0.499
C -0.702 -1.036 -0.415
C 1.218 -0.246 0.077
H 0.773 -0.666 -2.132
C -0.086 -0.460 0.870
H -1.402 -0.840 2.482
C -0.422 -0.481 2.169
C 0.356 -0.232 -1.212
H 1.781 -1.176 0.179
H 0.201 -0.009 2.928
H 0.599 1.916 -1.628
H -0.484 -2.104 -0.430
H -1.076 1.334 -1.917
H 1.892 0.605 0.258



105
Properties=species:S:1:pos:R:3 method="wB97M-V/def2-TZVPD" homo_ev=-1.587 relative_energy_kcal_mol=0.0 mol_weight_g_mol=948.749 gap_ev=5.27 lumo_ev=3.69 charge=-2
F 7.760 1.240 -5.060
H 3.651 -5.874 1.816
N -3.800 -1.178 0.236
H 4.647 -3.195 -1.387
N -1.998 0.424 1.911
C -1.223 3.814 -1.116
H 8.077 -0.846 -0.594
H 2.956 3.740 -4.240
C -3.767 2.197 -2.455
H -1.680 -3.799 -1.164
C -1.325 1.036 2.888
H 1.379 -4.954 1.874
F 5.244 2.802 -1.420
H -1.780 -3.026 1.776
C 5.914 0.843 2.118
H 1.970 1.046 2.264
C 1.715 -3.533 0.292
C 6.753 1.063 -4.179
H -1.471 0.965 5.118
S 2.063 -1.546 3.194
C -0.047 5.048 0.613
H 0.728 5.104 1.371
H -1.442 2.442 -4.886
H 3.330 1.610 -5.445
C 3.157 -0.528 2.428
C 6.309 -0.975 0.596
P 0.037 -2.758 0.222
C 3.942 -3.587 -0.664
S 3.385 0.431 -1.142
H -4.665 -0.924 -2.898
C 5.986 -0.084 -4.198
C -0.243 3.899 -0.128
C 2.088 -4.565 1.152
C 7.479 -0.370 0.175
Na -0.593 -0.008 0.109
H -0.925 -4.573 1.571
H -3.475 2.583 -6.273
N 4.344 -1.041 1.982
C 4.975 -0.266 -3.276
H -3.488 -0.793 4.494
N 2.938 0.775 2.187
C 0.346 2.504 -0.238
H -5.735 -0.612 -0.384
H -0.150 -0.036 -3.562
C -1.814 0.656 4.145
B -4.023 -1.192 1.771
H -0.534 1.728 2.638
H 5.312 1.309 2.887
C -3.563 2.476 -5.196
C 0.528 0.798 -3.719
C 5.451 1.821 -2.311
O 0.863 1.871 0.672
C 7.086 1.448 1.681
H -2.518 6.910 -0.784
H 8.773 1.341 0.351
H 7.382 2.396 2.114
H 5.310 -5.010 0.188
C -4.193 -1.077 -1.942
C 5.506 -0.366 1.560
P -1.015 2.049 -1.749
C -2.415 2.390 -4.408
H 2.418 -2.219 -1.266
H -3.987 -2.335 2.206
H -0.156 -3.624 -2.061
F 7.223 3.138 -3.175
H 1.772 -0.283 -5.096
C -0.597 -3.894 -1.099
C -2.489 2.248 -3.020
C 6.475 2.016 -3.218
H 5.979 -1.907 0.156
C -4.820 2.433 -4.606
F 6.240 -1.028 -5.130
H -2.866 4.821 -2.079
C 0.309 1.988 -3.027
H 1.037 3.982 -2.714
H -0.220 -3.272 2.577
C -2.079 4.879 -1.338
C 4.306 -4.603 0.210
H -0.732 7.069 0.897
H -5.895 2.254 -2.753
H -5.118 -0.691 1.966
C 4.645 0.669 -2.283
C -4.744 -0.909 -0.686
C 2.477 1.720 -4.784
C 7.874 0.853 0.707
C -1.879 6.052 -0.603
H -2.075 -1.663 -2.374
N -2.641 -1.520 -0.362
C -2.871 -1.449 -1.673
C 1.188 3.047 -3.243
C 1.603 0.660 -4.590
C 3.373 -5.089 1.121
C -0.799 -3.493 1.680
H -3.850 2.069 -1.378
H 3.400 1.158 1.365
C -0.870 6.143 0.350
C -2.827 -0.236 3.848
C -4.918 2.300 -3.224
N -2.920 -0.352 2.513
H -0.326 -4.925 -0.862
C 2.264 2.916 -4.111
H 4.307 -2.033 1.803
C 2.660 -3.051 -0.613
H -5.715 2.492 -5.217
F 4.282 -1.419 -3.360